Molecular formula: C78H186N12O2
Method: DFT, ωB97M-V/def2-TZVPD

**E**: -105874.3723 eV
**Kohn-Sham gap**: 8.54 eV
**M**: 1324.4 g/mol
**Total charge**: 0

CARTESIAN COORDINATES (ANGSTROEM)
C: 1.294 -3.658 6.270
C: 0.580 -4.448 5.240
N: 1.301 -5.628 4.800
C: 2.560 -5.326 4.176
C: 2.526 -4.473 2.930
C: 0.481 -6.484 3.995
C: 1.150 -7.750 3.496
H: 2.110 -3.037 5.921
H: 1.772 -4.264 7.036
H: 0.592 -3.068 6.861
H: -0.373 -4.768 5.653
H: 0.195 -3.803 4.438
H: 3.213 -4.742 4.838
H: 3.159 -6.228 4.047
H: 2.022 -4.875 2.052
H: 2.179 -3.507 3.275
H: 3.521 -4.386 2.518
H: 0.196 -5.957 3.066
H: -0.470 -6.619 4.510
H: 1.836 -7.482 2.690
H: 0.365 -8.384 3.074
H: 1.691 -8.428 4.159
C: 4.576 1.207 2.539
C: 5.624 0.254 1.941
N: 5.662 0.064 0.504
C: 5.801 1.300 -0.194
C: 6.983 2.152 0.272
C: 4.548 -0.716 0.018
C: 4.595 -2.156 0.411
H: 3.578 0.816 2.346
H: 4.495 2.203 2.100
H: 4.669 1.251 3.625
H: 6.629 0.455 2.304
H: 5.452 -0.708 2.429
H: 6.060 1.114 -1.238
H: 4.858 1.852 -0.222
H: 6.847 2.671 1.221
H: 7.833 1.486 0.381
H: 7.142 2.870 -0.546
H: 4.664 -0.711 -1.083
H: 3.571 -0.235 0.111
H: 5.570 -2.521 0.112
H: 3.885 -2.749 -0.188
H: 4.325 -2.446 1.425
C: 3.868 4.964 -0.774
C: 4.633 5.635 -1.947
N: 6.047 5.306 -2.030
C: 6.730 5.873 -0.864
C: 8.247 5.800 -0.957
C: 6.568 5.767 -3.334
C: 6.165 4.847 -4.498
H: 4.290 5.356 0.148
H: 3.782 3.882 -0.835
H: 2.809 5.237 -0.802
H: 4.082 5.321 -2.835
H: 4.452 6.697 -1.750
H: 6.520 6.951 -0.738
H: 6.358 5.316 -0.004
H: 8.593 6.525 -1.687
H: 8.691 6.091 -0.014
H: 8.562 4.782 -1.167
H: 7.656 5.799 -3.300
H: 6.265 6.803 -3.539
H: 5.096 4.989 -4.709
H: 6.505 3.840 -4.231
H: 6.683 5.201 -5.388
C: 2.137 -4.217 -7.678
C: 2.212 -5.051 -6.393
N: 2.124 -4.340 -5.169
C: 3.442 -3.807 -4.807
C: 3.424 -2.785 -3.682
C: 1.456 -5.080 -4.151
C: -0.061 -4.978 -4.266
H: 1.154 -3.748 -7.721
H: 2.322 -4.917 -8.492
H: 2.844 -3.388 -7.718
H: 1.401 -5.771 -6.489
H: 3.081 -5.720 -6.464
H: 3.759 -3.414 -5.766
H: 4.064 -4.655 -4.503
H: 3.169 -3.253 -2.731
H: 2.707 -1.983 -3.866
H: 4.422 -2.374 -3.577
H: 1.819 -6.104 -4.072
H: 1.610 -4.638 -3.155
H: -0.413 -5.302 -5.243
H: -0.526 -5.465 -3.407
H: -0.367 -3.948 -4.122
C: -4.797 -3.289 2.242
C: -3.647 -3.420 1.251
N: -3.816 -4.516 0.291
C: -2.595 -4.745 -0.438
C: -1.485 -5.380 0.393
C: -4.965 -4.235 -0.551
C: -5.260 -5.246 -1.667
H: -5.649 -2.945 1.661
H: -4.479 -2.611 3.030
H: -4.980 -4.233 2.771
H: -3.534 -2.497 0.672
H: -2.678 -3.608 1.717
H: -2.881 -5.434 -1.235
H: -2.296 -3.861 -1.016
H: -0.864 -4.632 0.877
H: -1.956 -5.950 1.193
H: -0.938 -6.085 -0.231
H: -4.922 -3.218 -0.949
H: -5.865 -4.201 0.070
H: -4.553 -5.127 -2.500
H: -6.237 -5.025 -2.110
H: -5.344 -6.249 -1.234
C: -2.683 -3.019 -6.675
C: -4.034 -2.308 -6.541
N: -4.925 -2.743 -5.489
C: -4.296 -2.789 -4.204
C: -3.856 -1.425 -3.670
C: -5.538 -3.994 -5.897
C: -6.604 -4.539 -4.895
H: -1.982 -2.855 -5.863
H: -2.192 -2.626 -7.561
H: -2.803 -4.097 -6.754
H: -3.862 -1.232 -6.488
H: -4.472 -2.452 -7.532
H: -4.892 -3.305 -3.458
H: -3.412 -3.441 -4.270
H: -3.153 -1.026 -4.402
H: -4.621 -0.657 -3.531
H: -3.494 -1.495 -2.640
H: -4.813 -4.804 -5.980
H: -6.100 -3.939 -6.835
H: -6.727 -3.794 -4.108
H: -6.219 -5.430 -4.391
H: -7.518 -4.807 -5.436
C: 0.928 -0.724 -5.893
C: 0.652 0.762 -5.857
N: 1.786 1.593 -5.602
C: 2.417 1.373 -4.328
C: 3.747 2.113 -4.111
C: 1.445 2.957 -5.795
C: 1.357 3.392 -7.228
H: 1.884 -0.906 -6.388
H: 0.135 -1.255 -6.425
H: 0.898 -1.133 -4.877
H: 0.209 1.039 -6.804
H: -0.191 0.952 -5.179
H: 1.763 1.702 -3.510
H: 2.681 0.315 -4.273
H: 4.463 2.033 -4.932
H: 3.583 3.163 -3.893
H: 4.233 1.681 -3.231
H: 2.195 3.603 -5.329
H: 0.502 3.223 -5.294
H: 0.596 2.848 -7.782
H: 2.264 3.211 -7.807
H: 1.157 4.465 -7.280
C: -4.091 2.244 5.307
C: -4.593 0.941 5.931
N: -4.061 -0.317 5.333
C: -2.651 -0.447 5.761
C: -1.935 -1.689 5.297
C: -4.845 -1.494 5.671
C: -6.217 -1.489 5.011
H: -4.359 2.366 4.245
H: -2.999 2.281 5.390
H: -4.517 3.120 5.789
H: -4.455 0.977 7.025
H: -5.685 0.963 5.865
H: -2.579 -0.259 6.847
H: -2.149 0.497 5.554
H: -0.873 -1.611 5.533
H: -2.017 -1.808 4.210
H: -2.355 -2.563 5.804
H: -4.258 -2.306 5.248
H: -4.927 -1.639 6.756
H: -6.155 -1.417 3.926
H: -6.672 -2.456 5.225
H: -6.870 -0.713 5.392
C: -2.513 5.665 4.586
C: -1.067 5.419 4.228
N: -0.844 4.742 2.994
C: -1.274 5.466 1.846
C: -0.274 5.514 0.701
C: -1.241 3.339 2.945
C: -0.483 2.471 3.890
H: -2.556 6.088 5.591
H: -2.984 4.684 4.580
H: -3.049 6.411 4.017
H: -0.509 6.347 4.373
H: -0.711 4.827 5.077
H: -2.231 5.027 1.522
H: -1.629 6.459 2.113
H: -0.012 4.480 0.436
H: -0.776 6.008 -0.135
H: 0.627 6.072 0.990
H: -1.022 3.086 1.911
H: -2.340 3.349 3.092
H: -0.722 2.766 4.914
H: 0.596 2.506 3.744
H: -0.769 1.442 3.667
C: 2.820 2.948 5.761
C: 2.109 2.073 6.744
N: 2.884 0.915 7.140
C: 3.279 0.065 5.991
C: 2.169 -0.296 5.010
C: 2.159 0.118 8.171
C: 1.942 0.906 9.483
H: 2.224 3.863 5.657
H: 2.913 2.524 4.769
H: 3.852 3.168 6.037
H: 1.907 2.751 7.572
H: 1.125 1.797 6.345
H: 4.147 0.505 5.500
H: 3.640 -0.843 6.484
H: 1.320 -0.771 5.509
H: 1.730 0.541 4.461
H: 2.508 -1.037 4.286
H: 2.748 -0.767 8.407
H: 1.215 -0.195 7.694
H: 0.974 1.393 9.359
H: 2.786 1.577 9.659
H: 1.948 0.303 10.399
C: 0.102 4.408 -2.711
C: -1.368 4.429 -2.400
N: -2.244 3.970 -3.420
C: -3.596 4.291 -3.164
C: -3.900 5.727 -2.943
C: -2.107 2.551 -3.651
C: -2.669 2.077 -5.010
H: 0.582 4.962 -1.899
H: 0.316 4.990 -3.607
H: 0.474 3.380 -2.733
H: -1.578 3.964 -1.427
H: -1.617 5.476 -2.174
H: -4.178 3.998 -4.036
H: -3.936 3.691 -2.308
H: -3.572 6.141 -1.985
H: -3.424 6.445 -3.610
H: -4.987 5.861 -2.979
H: -2.532 2.003 -2.799
H: -1.067 2.248 -3.652
H: -2.296 2.679 -5.840
H: -3.752 2.123 -5.066
H: -2.232 1.122 -5.302
C: 0.467 -1.648 2.238
C: -0.102 -0.434 1.474
N: 0.224 -0.413 0.065
C: 0.140 0.941 -0.433
C: 1.215 1.840 0.136
C: -0.569 -1.342 -0.679
C: -0.198 -1.545 -2.138
H: 0.187 -1.495 3.281
H: 1.543 -1.704 2.041
H: -0.009 -2.573 1.890
H: -1.190 -0.411 1.584
H: 0.307 0.430 1.995
H: -0.838 1.373 -0.182
H: 0.265 0.883 -1.509
H: 2.144 1.277 0.244
H: 0.989 2.214 1.135
H: 1.260 2.686 -0.548
H: -0.530 -2.288 -0.140
H: -1.642 -1.128 -0.650
H: -0.287 -0.603 -2.693
H: 0.816 -1.928 -2.238
H: -0.832 -2.309 -2.602
C: -5.697 1.086 2.091
C: -6.542 1.595 1.124
C: -6.223 1.579 -0.227
C: -4.952 1.149 -0.573
C: -4.079 0.647 0.380
C: -4.419 0.678 1.698
O: -3.532 0.175 2.576
O: -7.045 2.075 -1.231
H: -5.986 0.974 3.126
H: -7.516 1.961 1.441
H: -4.630 1.199 -1.603
H: -3.128 0.226 0.102
H: -3.875 -0.167 3.423
H: -7.923 2.272 -0.896

Cartesian forces (eV/Å) of the 6 atoms listed first:
C 0.64 0.48 1.41
C -0.90 -0.48 -0.31
N 0.20 0.18 0.57
C 1.44 0.08 0.18
C 0.26 -0.31 -0.43
C -0.25 0.26 -0.60

These are the Löwdin partial charges, in e, on atoms 1 to 99: C -0.09; C -0.28; N -0.18; C -0.27; C -0.08; C -0.27; C -0.09; H 0.05; H 0.09; H 0.07; H 0.11; H 0.10; H 0.11; H 0.11; H 0.08; H 0.04; H 0.06; H 0.10; H 0.12; H 0.07; H 0.07; H 0.08; C -0.07; C -0.24; N -0.18; C -0.28; C -0.07; C -0.27; C -0.09; H 0.05; H 0.07; H 0.05; H 0.11; H 0.11; H 0.11; H 0.09; H 0.07; H 0.08; H 0.06; H 0.12; H 0.09; H 0.08; H 0.07; H 0.05; C -0.07; C -0.26; N -0.17; C -0.27; C -0.10; C -0.26; C -0.08; H 0.06; H 0.05; H 0.05; H 0.09; H 0.11; H 0.12; H 0.10; H 0.06; H 0.07; H 0.07; H 0.09; H 0.12; H 0.06; H 0.08; H 0.07; C -0.07; C -0.30; N -0.20; C -0.23; C -0.08; C -0.27; C -0.07; H 0.07; H 0.07; H 0.06; H 0.11; H 0.12; H 0.10; H 0.12; H 0.05; H 0.04; H 0.07; H 0.12; H 0.11; H 0.07; H 0.07; H 0.04; C -0.06; C -0.24; N -0.19; C -0.27; C -0.07; C -0.26; C -0.09; H 0.07; H 0.04; H 0.09; H 0.11

---

Molecular formula: C2H5BrSi
Method: DFT, ωB97M-V/def2-TZVPD

**E**: -80073.1164 eV
**Kohn-Sham gap**: 7.98 eV
**Relative energy (zero: lowest compared OMol25 entry of this formula, charge and spin)**: 2.088 eV
**M**: 137.1 g/mol
**Total charge**: 0

CARTESIAN COORDINATES (ANGSTROEM)
C: 0.272 1.499 -0.177
C: -1.042 1.193 0.122
Si: -1.789 -0.569 0.336
Br: -3.885 0.099 -0.024
H: 0.962 0.666 -0.260
H: 0.538 2.598 -0.171
H: -1.633 2.141 0.410
H: -1.762 2.285 2.253
H: -2.045 2.530 2.924

Cartesian forces (eV/Å) of the 6 atoms listed first:
C -2.55 0.14 1.12
C 1.17 1.93 0.42
Si 0.70 0.80 -0.25
Br -0.44 -0.04 0.01
H 0.45 0.45 -0.42
H 0.25 -1.64 -0.23

The computed natural (NBO) charges, all in e, follow: C -0.33; C -0.78; Si 0.88; Br -0.39; H 0.20; H 0.21; H 0.22; H -0.02; H 0.01

---

Molecular formula: C17H14ClN4O6ReS2
Method: DFT, ωB97M-V/def2-TZVPD

**E**: -72417.0360 eV
**⟨S²⟩**: 0.76
**Spin multiplicity**: 2
**Kohn-Sham gap (spin up / spin down)**: 6.91 / 6.81 eV
**Relative energy (zero: lowest compared OMol25 entry of this formula, charge and spin)**: 0.000 eV
**M**: 656.1 g/mol
**Total charge**: +1

CARTESIAN COORDINATES (ANGSTROEM)
Re: 0.674 0.274 1.534
C: -0.187 -3.860 4.615
S: -1.605 -2.811 4.244
C: -0.967 -1.610 3.189
S: 0.764 -1.647 2.704
N: -1.795 -0.676 2.847
N: -1.255 0.300 2.064
C: -1.973 1.301 1.681
C: -1.345 2.307 0.829
C: -2.040 3.411 0.366
C: -1.376 4.322 -0.449
C: -0.052 4.097 -0.780
C: 0.582 2.965 -0.284
N: -0.044 2.100 0.504
H: -0.588 -4.625 5.277
H: 0.590 -3.312 5.140
H: 0.206 -4.338 3.721
H: -3.012 1.380 1.979
H: -3.077 3.552 0.636
H: -1.893 5.197 -0.820
H: 0.495 4.781 -1.413
H: 1.609 2.725 -0.529
O: 1.775 0.371 -1.397
C: 0.801 -0.344 -1.328
O: 0.133 -0.500 -0.169
C: 0.233 -1.081 -2.484
C: 0.920 -1.030 -3.693
C: 0.421 -1.695 -4.797
C: -0.766 -2.396 -4.661
C: -1.465 -2.465 -3.470
C: -0.954 -1.800 -2.369
N: -1.311 -3.100 -5.843
O: -2.337 -3.728 -5.688
O: -0.634 -3.101 -6.848
H: 1.842 -0.468 -3.754
H: 0.927 -1.682 -5.751
H: -2.384 -3.030 -3.422
H: -1.471 -1.839 -1.421
Cl: 3.211 0.577 1.207
C: 3.517 1.572 2.670
C: 2.237 2.089 3.331
O: 2.304 2.897 4.201
O: 1.091 1.544 2.909
H: 4.124 2.412 2.348
H: 4.073 0.962 3.376

Cartesian forces (eV/Å) of the 6 atoms listed first:
Re 0.29 -0.01 -0.31
C 0.00 -0.06 -0.01
S -0.05 -0.02 -0.08
C 0.10 0.22 0.27
S -0.10 -0.01 -0.05
N -0.48 -0.24 0.21

The computed natural (NBO) charges, all in e, follow: Re 1.26; C -0.76; S 0.42; C -0.07; S 0.10; N -0.34; N -0.24; C 0.14; C 0.13; C -0.18; C -0.12; C -0.21; C 0.11; N -0.48; H 0.26; H 0.24; H 0.24; H 0.24; H 0.25; H 0.25; H 0.25; H 0.24; O -0.61; C 0.78; O -0.70; C -0.11; C -0.16; C -0.19; C 0.06; C -0.20; C -0.17; N 0.53; O -0.36; O -0.35; H 0.24; H 0.26; H 0.26; H 0.23; Cl 0.12; C -0.49; C 0.78; O -0.49; O -0.68; H 0.27; H 0.27

---

Molecular formula: C48H54InN10
Method: DFT, ωB97M-V/def2-TZVPD

**E**: -70721.7060 eV
**Kohn-Sham gap**: 6.37 eV
**M**: 885.8 g/mol
**Total charge**: -1

CARTESIAN COORDINATES (ANGSTROEM)
C: -4.148 0.532 -2.308
C: -5.140 1.854 -2.461
N: -4.636 3.056 -1.950
C: -6.641 1.792 -3.189
In: -8.143 0.538 -2.040
H: -4.613 -0.455 -2.746
H: -3.871 0.443 -1.151
H: -3.120 0.803 -2.842
H: -3.675 2.855 -1.539
H: -6.550 1.444 -4.302
H: -7.014 2.925 -3.228
H: -7.328 -0.061 -0.541
H: -9.593 1.480 -1.508
H: -8.769 -0.794 -3.104
N: -5.317 1.217 -6.347
C: -5.238 0.318 -7.353
C: -4.207 0.285 -8.277
C: -3.194 1.232 -8.168
C: -3.248 2.172 -7.144
C: -4.319 2.123 -6.265
H: -6.054 -0.398 -7.398
H: -4.193 -0.461 -9.064
H: -2.369 1.238 -8.875
H: -2.475 2.923 -7.032
H: -4.404 2.832 -5.447
N: -3.434 -1.576 0.659
C: -2.163 -1.118 0.671
C: -1.149 -1.678 1.431
C: -1.455 -2.773 2.233
C: -2.755 -3.267 2.243
C: -3.700 -2.641 1.446
H: -1.975 -0.260 0.032
H: -0.145 -1.270 1.400
H: -0.687 -3.238 2.843
H: -3.026 -4.118 2.857
H: -4.728 -2.992 1.417
N: -4.245 4.006 3.306
C: -4.235 3.177 2.239
C: -4.108 1.800 2.334
C: -3.980 1.237 3.599
C: -3.986 2.064 4.717
C: -4.121 3.429 4.521
H: -4.334 3.665 1.274
H: -4.108 1.183 1.443
H: -3.877 0.161 3.713
H: -3.888 1.656 5.717
H: -4.135 4.116 5.363
N: 2.483 -1.309 1.429
C: 2.562 -2.207 0.424
C: 3.593 -2.241 -0.501
C: 4.606 -1.293 -0.391
C: 4.552 -0.354 0.633
C: 3.481 -0.403 1.511
H: 1.746 -2.923 0.378
H: 3.607 -2.987 -1.287
H: 5.431 -1.287 -1.098
H: 5.325 0.398 0.745
H: 3.396 0.307 2.329
N: 5.126 2.323 -0.713
C: 5.759 2.228 -1.903
C: 5.353 2.896 -3.048
C: 4.227 3.709 -2.971
C: 3.553 3.826 -1.760
C: 4.037 3.122 -0.669
H: 6.629 1.579 -1.913
H: 5.901 2.784 -3.976
H: 3.878 4.247 -3.848
H: 2.672 4.451 -1.668
H: 3.548 3.183 0.299
N: -0.779 0.627 7.716
C: -0.986 1.269 6.545
C: -0.501 2.537 6.266
C: 0.237 3.190 7.247
C: 0.466 2.555 8.463
C: -0.056 1.285 8.648
H: -1.570 0.719 5.814
H: -0.696 3.004 5.307
H: 0.632 4.185 7.065
H: 1.037 3.038 9.248
H: 0.098 0.747 9.579
N: 7.893 -3.508 0.271
C: 6.682 -3.999 0.618
C: 6.390 -5.351 0.688
C: 7.398 -6.259 0.382
C: 8.655 -5.785 0.020
C: 8.852 -4.414 -0.019
H: 5.928 -3.251 0.844
H: 5.401 -5.689 0.975
H: 7.207 -7.327 0.425
H: 9.462 -6.467 -0.225
H: 9.816 -3.995 -0.292
N: 9.077 4.587 -0.175
C: 8.547 3.370 -0.429
C: 9.305 2.230 -0.641
C: 10.691 2.341 -0.593
C: 11.265 3.582 -0.336
C: 10.424 4.664 -0.133
H: 7.462 3.335 -0.460
H: 8.826 1.277 -0.839
H: 11.317 1.469 -0.756
H: 12.342 3.702 -0.292
H: 10.825 5.653 0.075
N: -6.698 -4.050 0.479
C: -6.977 -5.319 0.850
C: -7.822 -6.160 0.143
C: -8.423 -5.670 -1.012
C: -8.156 -4.367 -1.418
C: -7.294 -3.603 -0.648
H: -6.487 -5.654 1.759
H: -8.009 -7.171 0.486
H: -9.092 -6.299 -1.591
H: -8.608 -3.955 -2.314
H: -7.051 -2.581 -0.925

Cartesian forces (eV/Å) of the 6 atoms listed first:
C 0.05 0.93 0.23
C 0.97 2.69 0.60
N -1.15 -4.79 -1.62
C 2.29 1.85 -0.15
In -0.16 -0.04 0.25
H 0.97 1.99 1.03

These are the Löwdin partial charges, in e, on atoms 1 to 99: C -0.11; C -0.41; N -0.01; C -0.34; In 0.14; H 0.08; H 0.05; H 0.07; H 0.00; H 0.00; H 0.04; H -0.14; H -0.17; H -0.17; N 0.07; C -0.14; C -0.09; C -0.10; C -0.08; C -0.13; H 0.10; H 0.09; H 0.10; H 0.10; H 0.11; N 0.07; C -0.16; C -0.08; C -0.09; C -0.08; C -0.14; H 0.09; H 0.07; H 0.10; H 0.10; H 0.07; N 0.05; C -0.14; C -0.06; C -0.08; C -0.10; C -0.17; H 0.10; H 0.09; H 0.10; H 0.09; H 0.09; N 0.05; C -0.15; C -0.09; C -0.10; C -0.09; C -0.14; H 0.10; H 0.10; H 0.11; H 0.08; H 0.10; N 0.05; C -0.17; C -0.07; C -0.07; C -0.06; C -0.13; H 0.09; H 0.10; H 0.11; H 0.11; H 0.11; N 0.05; C -0.15; C -0.07; C -0.08; C -0.09; C -0.16; H 0.09; H 0.10; H 0.10; H 0.10; H 0.10; N 0.06; C -0.15; C -0.07; C -0.08; C -0.08; C -0.16; H 0.09; H 0.10; H 0.10; H 0.10; H 0.10; N 0.06; C -0.14; C -0.08; C -0.08; C -0.09; C -0.16; H 0.08; H 0.10